Computed, not measured: a cluster of 10 separate species, H20O10 in total, with wB97M-V/def2-TZVPD.

Values from the calculation:
LUMO energy ... -0.097 eV
Charge ... 0
Energy above the lowest of the compared OMol25 structures with the same formula, charge and spin ... 108.2 kcal per mole
M ... 180.15 g mol⁻¹
Energy ... -764.3094 a.u.
Kohn-Sham gap ... 9.56 eV
HOMO energy ... -0.355 hartree

Atoms and positions in Å:
O 0.57027 -0.50603 -0.71238
H 0.89855 0.33822 -1.04173
H 0.76619 -0.48191 0.23103
O -4.03183 -0.11009 -0.94600
H -4.80998 -0.35912 -1.45734
H -3.35298 0.04478 -1.61245
O 2.90604 -3.64448 -1.31942
H 3.74191 -3.41165 -0.89977
H 3.11462 -3.66861 -2.26011
O 2.41658 3.20089 -2.43615
H 2.56132 2.46652 -1.82891
H 3.08049 3.07172 -3.12283
O 4.82487 0.81003 1.40793
H 5.04216 0.28117 0.63199
H 5.06338 0.24476 2.15129
O -1.39602 3.39153 -0.20107
H -1.41363 3.41422 0.76234
H -0.78061 2.67909 -0.40766
O 0.69056 -0.28006 3.02527
H 1.06247 -0.17309 3.90801
H 0.47542 -1.21816 2.97353
O -2.80383 0.42703 2.15236
H -3.31348 0.22295 2.94457
H -3.47331 0.60591 1.48244
O -1.10548 -1.31021 0.67206
H -0.51745 -1.11834 1.41124
H -0.71673 -2.08965 0.25934
O -2.48036 -1.67076 -1.81348
H -2.46741 -2.18555 -0.99873
H -1.68718 -1.12586 -1.75922

Results of the natural (NBO) charge analysis, in e, for atoms 1 through 4:
1 O -0.94
2 H 0.46
3 H 0.47
4 O -0.95


Computed, not measured: a structure of composition H20O10, with wB97M-V/def2-TZVPD.

Values from the calculation:
LUMO energy ... -0.839 eV
Charge ... 0
Energy above the lowest of the compared OMol25 structures with the same formula, charge and spin ... 474.9 kcal per mole
M ... 180.15 g mol⁻¹
Energy ... -763.7251 a.u.
Kohn-Sham gap ... 8.10 eV
HOMO energy ... -0.328 hartree

Atoms and positions in Å:
O 1.85095 1.27623 0.15336
H 2.41220 1.61873 -0.54228
H 1.55149 0.42858 -0.17535
O -2.61082 -0.49005 1.82395
H -3.33913 -0.06187 1.37398
H -1.82804 -0.07151 1.46573
O 0.53752 0.43924 -1.42425
H 0.83923 0.99639 -2.14174
H 0.50253 -0.43982 -1.80141
O 1.30559 -1.90651 1.21404
H 1.26060 -2.56629 0.52204
H 0.86255 -1.14203 0.84590
O 2.58696 -1.22221 -0.76338
H 1.75568 -1.45142 -0.34787
H 3.20993 -1.86512 -0.42457
O -1.01920 -2.86197 0.55832
H -1.83654 -3.00719 0.08175
H -0.50566 -2.29203 -0.01409
O -1.59257 0.84295 0.74533
H -0.92886 1.32655 1.23712
H -2.07920 1.51752 0.27164
O -0.20030 2.26331 0.29876
H 0.42177 1.69708 -0.15800
H 0.00267 3.14472 -0.01453
O 0.38083 -0.61340 0.25654
H 0.32616 -0.14801 -0.57812
H -0.39733 -0.33367 0.73870
O -1.49688 1.62518 -1.25785
H -0.73439 1.05826 -1.37370
H -1.23774 2.23836 -0.57003

Results of the natural (NBO) charge analysis, in e, for atoms 1 through 4:
1 O -0.91
2 H 0.46
3 H 0.48
4 O -0.99


Computed, not measured: a cluster of 10 separate species, H20O10 in total, with wB97M-V/def2-TZVPD.

Values from the calculation:
LUMO energy ... -0.114 eV
Charge ... 0
Energy above the lowest of the compared OMol25 structures with the same formula, charge and spin ... 144.4 kcal per mole
M ... 180.15 g mol⁻¹
Energy ... -764.2519 a.u.
Kohn-Sham gap ... 10.38 eV
HOMO energy ... -0.385 hartree

Atoms and positions in Å:
O 1.75408 -0.60778 -0.58445
H 0.94658 -0.13934 -0.34783
H 1.53733 -0.96905 -1.40619
O -2.27032 -1.28721 -0.38098
H -1.35881 -0.91911 -0.51898
H -2.81873 -0.75703 -0.99101
O 0.51701 -2.33780 -1.08338
H 0.77125 -2.55549 -1.97105
H -0.31320 -2.88965 -0.87338
O -1.52115 -1.84379 2.27723
H -2.19389 -2.54050 2.32909
H -1.41596 -1.60960 1.37022
O 4.32682 1.98548 0.89885
H 4.49850 0.98526 0.86651
H 3.67048 2.26813 1.51507
O -0.93099 2.53613 -2.56986
H -0.46852 2.15922 -1.87292
H -0.51736 3.29185 -3.01653
O -4.06309 0.01839 0.15421
H -4.12981 0.93730 -0.17206
H -3.19553 -0.05714 0.55763
O 3.63695 -1.67893 -0.92650
H 3.04448 -2.23726 -1.53685
H 3.39575 -2.04945 -0.07062
O 0.74477 1.46244 2.33025
H 0.89360 0.72131 1.83646
H 1.21643 1.41702 3.15726
O -1.92257 2.03141 0.05286
H -1.16069 2.33421 0.43261
H -2.67341 2.33097 0.54431

Results of the natural (NBO) charge analysis, in e, for atoms 1 through 4:
1 O -0.90
2 H 0.43
3 H 0.46
4 O -0.98


Computed, not measured: a cluster of 10 separate species, H20O10 in total, with wB97M-V/def2-TZVPD.

Values from the calculation:
LUMO energy ... -0.846 eV
Charge ... 0
Energy above the lowest of the compared OMol25 structures with the same formula, charge and spin ... 81.4 kcal per mole
M ... 180.15 g mol⁻¹
Energy ... -764.3522 a.u.
Kohn-Sham gap ... 9.14 eV
HOMO energy ... -0.367 hartree

Atoms and positions in Å:
O -0.88145 -2.62956 -2.00994
H -0.01124 -3.02524 -1.93146
H -0.87424 -1.76935 -2.37721
O -3.27666 -2.54840 0.08132
H -2.41986 -2.17161 0.30033
H -3.09036 -3.44722 -0.26279
O -2.54384 0.72236 1.05084
H -1.79551 0.80944 1.61087
H -2.48720 1.46366 0.44564
O -0.63193 -1.62559 0.60338
H 0.13388 -1.86843 1.18817
H -0.42620 -2.15619 -0.14648
O 2.17798 3.96906 0.01917
H 2.22196 3.01389 0.16832
H 3.01354 4.33897 0.26478
O -2.79847 1.36273 -1.58311
H -3.35388 0.56356 -1.78759
H -1.86064 1.14090 -1.45730
O 2.76684 1.13902 0.28900
H 2.79944 1.07776 1.25805
H 3.74425 1.33228 0.15392
O -0.34022 0.42090 -0.97641
H -0.52129 -0.32304 -0.40670
H 0.28304 0.98065 -0.54243
O 3.08640 -1.38814 -0.17294
H 2.38016 -1.95234 -0.48877
H 2.82771 -0.45122 -0.10471
O 0.25022 0.91626 2.23220
H 0.98788 0.31180 2.19036
H 0.63971 1.79311 2.39150

Results of the natural (NBO) charge analysis, in e, for atoms 1 through 4:
1 O -0.95
2 H 0.47
3 H 0.50
4 O -0.95


Computed, not measured: a cluster of 10 separate species, H20O10 in total, with wB97M-V/def2-TZVPD.

Values from the calculation:
LUMO energy ... -0.391 eV
Charge ... 0
Energy above the lowest of the compared OMol25 structures with the same formula, charge and spin ... 91.4 kcal per mole
M ... 180.15 g mol⁻¹
Energy ... -764.3363 a.u.
Kohn-Sham gap ... 10.01 eV
HOMO energy ... -0.382 hartree

Atoms and positions in Å:
O -0.40425 -0.52944 0.67687
H 0.37510 -0.71262 1.21357
H -1.09701 -1.06579 1.07863
O -2.85750 -3.32638 0.75747
H -3.78345 -3.10748 0.91136
H -2.69573 -3.03814 -0.14793
O 2.61020 1.15351 0.65093
H 2.53791 0.21542 0.44180
H 2.27701 1.21905 1.55296
O -2.96195 -1.03276 -2.17888
H -2.43792 -0.36216 -2.63130
H -2.31212 -1.68455 -1.89272
O 2.27834 -2.74350 0.00393
H 2.36406 -1.79076 0.12195
H 3.07724 -2.99344 -0.47385
O 2.44788 1.67308 -2.01337
H 2.25933 0.88649 -1.48924
H 1.66250 2.22113 -1.90466
O -2.93295 2.35556 0.32212
H -2.92021 1.62255 0.94784
H -3.44395 2.01924 -0.42270
O 2.51999 -1.61297 3.84990
H 3.39982 -1.44019 3.49632
H 2.15291 -2.27436 3.25257
O -0.14246 1.31836 -2.22109
H -0.71434 0.78086 -1.66160
H 0.54647 0.70804 -2.50723
O -0.47371 3.11110 0.07491
H -0.61348 3.07543 1.02789
H -1.30287 2.78869 -0.29595

Results of the natural (NBO) charge analysis, in e, for atoms 1 through 4:
1 O -0.95
2 H 0.47
3 H 0.48
4 O -0.94


Computed, not measured: a cluster of 10 separate species, H20O10 in total, with wB97M-V/def2-TZVPD.

Values from the calculation:
LUMO energy ... 0.173 eV
Charge ... 0
Energy above the lowest of the compared OMol25 structures with the same formula, charge and spin ... 52.9 kcal per mole
M ... 180.15 g mol⁻¹
Energy ... -764.3976 a.u.
Kohn-Sham gap ... 10.87 eV
HOMO energy ... -0.393 hartree

Atoms and positions in Å:
O 0.05604 1.84362 1.91278
H 0.31431 2.71667 1.58084
H 0.66902 1.67498 2.64070
O -1.88291 -2.92599 1.95457
H -1.14148 -2.70339 1.37507
H -1.65983 -2.51926 2.79933
O -0.02915 0.36380 -0.59599
H -0.06338 -0.50829 -0.18269
H 0.01682 0.97810 0.15152
O 3.19118 -1.76390 0.48635
H 2.22758 -1.88484 0.44918
H 3.47261 -2.21438 1.28874
O -1.49048 3.12074 -1.91645
H -2.26218 2.98896 -2.47447
H -1.08626 2.24468 -1.85950
O -0.99890 -0.17551 3.62695
H -0.59970 0.37731 2.93878
H -1.70442 0.36656 3.99175
O 0.40189 -2.34869 0.13592
H -0.06060 -2.27544 -0.73328
H 0.88765 -3.18003 0.07131
O 1.46548 3.83930 -0.15095
H 0.91023 3.59984 -0.90415
H 1.21661 4.74831 0.04985
O -0.90450 -2.61334 -2.23762
H -0.82775 -2.42592 -3.18048
H -1.13749 -3.54761 -2.18186
O 0.12516 0.71702 -3.34434
H 0.97194 1.15647 -3.22484
H -0.07747 0.35023 -2.46703

Results of the natural (NBO) charge analysis, in e, for atoms 1 through 4:
1 O -0.98
2 H 0.51
3 H 0.48
4 O -0.97


Computed, not measured: a structure of composition H20O10, with wB97M-V/def2-TZVPD.

Values from the calculation:
LUMO energy ... -0.123 eV
Charge ... 0
Energy above the lowest of the compared OMol25 structures with the same formula, charge and spin ... 142.4 kcal per mole
M ... 180.15 g mol⁻¹
Energy ... -764.2550 a.u.
Kohn-Sham gap ... 9.87 eV
HOMO energy ... -0.367 hartree

Atoms and positions in Å:
O -1.34620 -0.64845 -2.45160
H -2.38581 -0.53469 -2.52829
H -1.09703 -1.42056 -1.84792
O 2.76986 -1.78505 1.72590
H 2.34927 -1.07011 2.23581
H 3.62707 -1.65475 1.26473
O 1.94728 2.24431 1.06882
H 1.16945 2.61031 0.80039
H 1.78408 1.34530 0.93227
O -1.80019 -1.85892 1.65190
H -2.26771 -1.24556 1.36398
H -1.25303 -1.32034 2.03635
O 0.18467 0.47559 -0.25498
H 0.27576 0.10319 -1.14242
H 0.50193 0.00078 0.44498
O -1.12282 -2.32864 -0.93826
H -1.16589 -2.37830 0.06650
H -1.30363 -3.15320 -1.27468
O 0.39455 -0.62211 2.38846
H 0.68169 -1.07807 3.21166
H 0.35222 0.14980 2.91288
O 1.46290 -0.07337 -2.32559
H 1.51612 -1.08291 -2.35987
H 2.36862 0.16071 -2.01984
O -0.29860 3.36065 0.10643
H -0.36512 4.10659 -0.51685
H -0.81441 2.67802 -0.36696
O -2.04143 1.93405 -1.54774
H -1.25421 1.27525 -1.51258
H -2.86940 1.81051 -1.12350

Results of the natural (NBO) charge analysis, in e, for atoms 1 through 4:
1 O -1.03
2 H 0.47
3 H 0.47
4 O -0.99


Computed, not measured: a cluster of 10 separate species, H20O10 in total, with wB97M-V/def2-TZVPD.

Values from the calculation:
LUMO energy ... 0.279 eV
Charge ... 0
Energy above the lowest of the compared OMol25 structures with the same formula, charge and spin ... 50.1 kcal per mole
M ... 180.15 g mol⁻¹
Energy ... -764.4021 a.u.
Kohn-Sham gap ... 11.08 eV
HOMO energy ... -0.397 hartree

Atoms and positions in Å:
O -0.08115 1.85442 1.76141
H -0.88489 1.87990 1.23953
H 0.61319 2.33465 1.18147
O -2.60896 1.28110 0.33434
H -1.96788 1.31645 -0.50645
H -3.29862 1.89341 0.14288
O -1.94145 -1.18977 1.35291
H -2.41773 -0.34969 1.23392
H -1.15346 -1.20386 1.98255
O 0.29642 -0.69878 -2.92011
H -0.21772 -1.33736 -2.46486
H 1.22235 -0.70622 -2.70239
O -0.64347 -2.05874 -0.71361
H -1.35466 -1.55181 -0.17998
H -1.20489 -2.78950 -0.97902
O 0.21828 -0.57707 2.74468
H 0.52928 -0.68584 3.70605
H 0.28294 0.48446 2.56039
O -0.67697 1.49671 -1.82221
H -0.41862 0.61892 -2.26144
H -0.63205 2.16947 -2.61853
O 1.53856 -2.25347 0.79656
H 1.34269 -1.72461 1.60970
H 0.57784 -2.19658 0.33467
O 2.44861 -0.34934 -1.11391
H 3.50383 -0.22490 -0.91524
H 2.16921 -1.12118 -0.44288
O 1.68933 2.31013 -0.29875
H 0.88118 2.01192 -0.83811
H 2.18882 1.36719 -0.20358

Results of the natural (NBO) charge analysis, in e, for atoms 1 through 4:
1 O -1.00
2 H 0.50
3 H 0.52
4 O -1.01


Computed, not measured: a cluster of 10 separate species, H20O10 in total, with wB97M-V/def2-TZVPD.

Values from the calculation:
LUMO energy ... -0.325 eV
Charge ... 0
Energy above the lowest of the compared OMol25 structures with the same formula, charge and spin ... 134.5 kcal per mole
M ... 180.15 g mol⁻¹
Energy ... -764.2675 a.u.
Kohn-Sham gap ... 9.53 eV
HOMO energy ... -0.362 hartree

Atoms and positions in Å:
O 0.58987 -2.87397 -2.94116
H 1.09909 -3.57165 -2.42740
H 1.01462 -2.44981 -3.53781
O -1.15018 3.74312 -0.30850
H -1.20709 2.79476 -0.27002
H -0.41739 4.01014 0.15472
O -2.50539 -0.66791 1.33355
H -2.23244 -1.47856 0.80264
H -3.08246 -0.11914 0.90767
O 0.05028 2.30488 -1.98777
H -0.72700 1.88079 -2.30706
H -0.02168 2.63668 -1.07702
O 0.35109 -2.21517 1.97290
H 0.34526 -1.25871 1.93127
H 0.12286 -2.55915 1.07035
O -2.02268 0.54810 -2.13830
H -2.88259 0.36478 -2.07622
H -1.61214 -0.12233 -1.70732
O 0.78042 2.47094 2.70235
H 1.73925 2.58990 2.79219
H 0.64874 2.07469 3.64670
O 0.79312 -1.46974 -0.51360
H 0.37723 -1.74689 -1.37449
H 1.28474 -0.81337 -1.07520
O -0.25500 1.16134 0.49130
H 0.65832 1.33276 0.72356
H -0.08304 0.27163 0.11024
O 3.11210 -2.09011 1.95267
H 2.98609 -2.04890 0.96857
H 2.24602 -2.69909 2.18121

Results of the natural (NBO) charge analysis, in e, for atoms 1 through 4:
1 O -0.95
2 H 0.50
3 H 0.47
4 O -0.92


Computed, not measured: a cluster of 10 separate species, H20O10 in total, with wB97M-V/def2-TZVPD.

Values from the calculation:
LUMO energy ... -0.195 eV
Charge ... 0
Energy above the lowest of the compared OMol25 structures with the same formula, charge and spin ... 58.7 kcal per mole
M ... 180.15 g mol⁻¹
Energy ... -764.3883 a.u.
Kohn-Sham gap ... 9.75 eV
HOMO energy ... -0.365 hartree

Atoms and positions in Å:
O 10.71825 27.73756 -20.49673
H 11.33765 27.11363 -20.17595
H 9.94436 27.72373 -19.94905
O 10.35583 31.89998 -16.53878
H 10.01620 31.10434 -16.84778
H 10.72002 31.72229 -15.67813
O 7.96695 32.10376 -18.56425
H 7.24422 32.50827 -19.07020
H 7.60179 31.58313 -17.84690
O 10.16897 29.56392 -17.94056
H 11.06159 29.82752 -18.18949
H 9.59756 29.70706 -18.73710
O 10.48527 32.05060 -19.78289
H 9.78415 32.39714 -19.21074
H 11.17603 32.59323 -19.42086
O 8.39937 28.50325 -16.23040
H 9.19936 28.81876 -16.68348
H 7.73749 29.10378 -16.53662
O 8.75511 26.85058 -18.29507
H 8.46545 26.05550 -17.82451
H 8.40819 27.47011 -17.67496
O 11.72959 30.14390 -21.18774
H 11.25301 30.81371 -20.70659
H 11.51295 29.26394 -20.83625
O 12.88772 29.35794 -18.34540
H 12.87071 29.76977 -17.45658
H 13.37635 29.83384 -18.98514
O 7.91556 29.50777 -20.04549
H 8.20672 29.62188 -20.98349
H 7.62815 30.35580 -19.70652

Results of the natural (NBO) charge analysis, in e, for atoms 1 through 4:
1 O -0.96
2 H 0.48
3 H 0.51
4 O -0.96